Entry 1:
A molecular structure, C16H11GaNO4S. Source: the OMol25 dataset; level of theory: ωB97M-V/def2-TZVPD.

```
34
C16H11GaNO4S ωB97M-V/def2-TZVPD
Ga 0.14266 -0.66318 -3.09978
S -0.90092 0.04715 -0.12614
O -1.05903 3.40052 -3.94573
O 3.00661 -1.54397 -3.79195
O -0.20127 -0.23533 -6.91197
O -2.50391 -2.21385 -3.10432
N 0.26744 0.19357 -1.28964
C 1.93736 -1.12290 -3.58507
C 0.75685 3.46501 1.35651
C -0.71504 2.31814 -3.88138
C 0.66753 -3.53682 2.23338
C 0.90844 -1.20458 1.57384
C 0.09383 3.60103 2.58740
C -0.90068 2.68457 2.98347
C -1.55736 -1.54363 -3.18710
C 0.39763 2.41202 0.50444
C 1.42842 -2.34954 2.21096
C -0.62651 -3.54530 1.69366
C -0.14216 -0.23820 -5.77030
C -0.28824 -1.28956 0.86202
C -0.54364 1.46458 0.90396
C -1.11762 -2.41084 1.03820
C -1.22074 1.62238 2.12874
H 1.04993 -4.37640 2.83455
H -1.21756 -4.46764 1.77099
H -2.07103 -2.46950 0.51088
H 1.50940 -0.29647 1.47356
H 0.86959 2.32056 -0.46338
H 1.52436 4.19536 1.06854
H 1.15424 -0.00655 -0.83685
H 0.35297 4.40313 3.27401
H 2.42823 -2.29277 2.65902
H -1.98762 0.89529 2.38126
H -1.44219 2.78371 3.94423
```

maximum force: 9.54 eV/Å
net charge: +3
2S+1: 1
Kohn-Sham gap: 0.1291 Eh
E_tot: -89626.40076 eV
E_LUMO: -14.32 eV

Results of the Mulliken charge analysis, in e, for atoms 1 through 8: number 1, Ga, carries 0.1986; number 2, S, carries 0.1271; number 3, O, carries -0.0083; number 4, O, carries -0.0099; number 5, O, carries 0.0186; number 6, O, carries -0.0142; number 7, N, carries -0.1743; number 8, C, carries 0.7492

Entry 2:
A single C16H11N5 molecule. Source: the OMol25 dataset; level of theory: ωB97M-V/def2-TZVPD.

```
32
C16H11N5 ωB97M-V/def2-TZVPD
N -1.50838 3.11319 3.35394
N -0.51443 3.05538 1.37386
N -1.17550 0.96900 2.28373
N 0.08023 2.57180 0.23845
N -1.11488 4.38553 3.04487
C -0.00750 1.26697 0.08218
C 2.05558 -0.87423 -2.35932
C -1.08143 -1.69592 -0.06887
C -0.74755 -3.84220 0.94132
C -1.10526 2.33926 2.39549
C 1.39911 -0.42971 -1.16412
C 1.01673 0.92141 -3.58976
C -0.53924 4.35421 1.86607
C -0.34351 -3.27988 2.12933
C 1.87683 -0.16866 -3.55173
C -0.72285 -1.06819 1.11787
C -0.43948 -1.85629 2.23933
C 0.41908 1.37520 -2.40255
C 0.58283 0.72139 -1.16234
C -0.64896 0.42504 1.18759
C -1.05318 -3.09112 -0.15361
H 2.72649 -1.72374 -2.34355
H 2.43248 -0.45686 -4.44109
H -1.37570 -1.15000 -0.98880
H -1.29110 -3.55625 -1.12222
H -0.04133 -3.86619 2.99603
H -0.15487 -1.41484 3.21106
H -0.76172 -4.89864 0.81434
H -0.10209 5.21513 1.34710
H -0.27077 2.19926 -2.48195
H 0.85088 1.47598 -4.51895
H 1.55947 -1.01603 -0.27370
```

maximum force: 2.40 eV/Å
2S+1: 1
Kohn-Sham gap: 0.3071 Eh
E_tot: -24219.17678 eV
E_LUMO: -0.79 eV
SMILES: c1ccc(-c2nc3nncn3nc2-c2ccccc2)cc1

Results of the Mulliken charge analysis, in e, for atoms 1 through 8: number 1, N, carries -0.5066; number 2, N, carries 0.4833; number 3, N, carries -0.5728; number 4, N, carries -0.9191; number 5, N, carries -0.4677; number 6, C, carries 0.3413; number 7, C, carries -0.8995; number 8, C, carries 0.0825

Entry 3:
A molecular structure, C16H12BF5N7ReS. Source: the OMol25 dataset; level of theory: ωB97M-V/def2-TZVPD.

```
43
C16H12BF5N7ReS ωB97M-V/def2-TZVPD
Re 0.11071 -0.11124 -0.21862
S 0.70163 0.72612 -2.36925
F -0.34054 0.70148 -5.21393
F -4.21119 1.67387 -1.53552
F -2.87569 1.12956 -6.00841
F -1.66690 1.24833 -0.71819
F -4.82146 1.61054 -4.19289
N -0.74056 -0.57503 1.63477
N 1.20542 1.52307 0.70651
N -0.15890 -1.31840 2.60197
N -1.85022 -2.22448 -1.63094
N 1.74611 3.40780 1.64507
N 1.79674 -2.14086 1.20282
N 1.55970 -1.47210 0.04008
C 2.89046 2.64342 1.63824
C -3.27172 1.44716 -2.44417
C -1.96669 1.22897 -2.08208
C -1.27387 0.94242 -4.30291
C 0.75908 2.71081 1.07921
C -2.00032 -0.29681 2.02962
C -0.94167 0.96712 -2.95961
C -2.22968 -0.86090 3.26664
C -1.03649 -1.49889 3.58642
C 2.63147 -3.13649 0.93706
C 2.54925 1.47109 1.05651
C 2.25481 -2.08655 -0.95343
C -2.57754 1.16218 -4.72089
C 2.95181 -3.14169 -0.42092
C -1.11879 -1.50423 -1.09828
C -3.57704 1.41139 -3.79471
B 1.37782 -1.60425 2.62156
H -2.67332 0.24617 1.38462
H -0.24141 3.08558 0.93992
H 2.17134 -1.74323 -1.97110
H 1.97320 -0.57801 2.84104
H 3.59106 -3.83122 -0.94316
H -3.13673 -0.83548 3.84355
H 3.15735 0.60745 0.86220
H 1.59733 -2.47241 3.41815
H 2.95844 -3.78241 1.73586
H 1.66071 4.34462 2.00569
H -0.75645 -2.06749 4.45799
H 3.82273 2.99301 2.04350
```

maximum force: 0.35 eV/Å
net charge: +1
2S+1: 4
Kohn-Sham gap (alpha / beta): 0.3072 / 0.2433 Eh
E_tot: -54440.34633 eV
E_LUMO (alpha / beta): -3.33 / -5.34 eV

Results of the Mulliken charge analysis, in e, for atoms 1 through 8: number 1, Re, carries 1.5205; number 2, S, carries -0.3957; number 3, F, carries -0.3056; number 4, F, carries -0.2810; number 5, F, carries -0.2565; number 6, F, carries -0.4323; number 7, F, carries -0.2693; number 8, N, carries 0.0663

Entry 4:
A molecular structure, C16H12CaCl5NO6STe. Source: the OMol25 dataset; level of theory: ωB97M-V/def2-TZVPD.

```
43
C16H12CaCl5NO6STe ωB97M-V/def2-TZVPD
Te 1.80367 1.78741 0.73866
Ca -0.17447 -0.13617 -0.77951
Cl 4.19022 1.09421 -2.78810
Cl 3.01964 0.12268 -8.00647
Cl -0.61634 -0.88446 -4.10030
Cl 0.18890 -0.88296 -7.13763
Cl 5.03850 1.09648 -5.82283
S 1.74535 1.71476 4.07769
O -1.91076 -4.05543 -0.09220
O 1.09777 -2.39733 1.66160
O -3.91628 1.67598 0.28855
O 1.49215 0.13285 -2.35065
O -2.18111 0.83883 -0.87298
O -0.51866 -2.40758 -0.72736
N -1.47166 -0.76066 1.29595
C 3.10632 0.55515 -4.01599
C -0.24703 3.26345 4.35362
C -1.51075 -2.89128 -0.08184
C 2.57148 0.11309 -6.33301
C 1.82013 0.12171 -3.57229
C -2.28153 -1.87906 0.80080
C 1.04112 2.33124 2.63878
C 3.46054 0.55090 -5.35159
C -0.01687 3.14280 2.95458
C -0.79705 -1.09009 2.55764
C 0.63932 2.54015 5.09597
C -2.26516 0.45625 1.48273
C -0.00203 -2.38269 2.54220
C -2.86121 1.04865 0.18511
C 0.94188 -0.32633 -4.60535
C 1.30668 -0.32690 -5.93789
H 0.40143 -2.50897 3.55125
H -0.60816 3.63621 2.19499
H 0.67861 2.46605 6.17275
H -0.66505 -3.23396 2.35457
H -3.09126 -1.47592 0.18774
H -1.60431 1.21407 1.91339
H -2.74760 -2.43851 1.62195
H -3.09415 0.28895 2.18613
H 0.77963 -2.51598 0.74885
H -0.14719 -0.25390 2.82396
H -1.04391 3.85691 4.78382
H -1.55076 -1.20063 3.36273
```

maximum force: 0.51 eV/Å
net charge: -2
energy relative to the best compared isomer or geometry (same formula, charge and spin): 0.108 eV
2S+1: 1
Kohn-Sham gap: 0.2138 Eh
E_tot: -129748.89797 eV
E_LUMO: 3.92 eV

Results of the Mulliken charge analysis, in e, for atoms 1 through 8: number 1, Te, carries -0.1342; number 2, Ca, carries 1.5121; number 3, Cl, carries -0.1760; number 4, Cl, carries -0.2391; number 5, Cl, carries -0.1800; number 6, Cl, carries -0.2159; number 7, Cl, carries -0.2195; number 8, S, carries -0.2269

Number 4 is which compound?
C16H12CaCl5NO6STe

Which value of E_tot does entry 1 give?
-89626.40076 eV

Which formula does entry 2 have?
C16H11N5